Density functional theory data (ωB97M-V with the def2-TZVPD basis set) for a cluster of 7 separate species, C12H36BF4O12 in total.

Each line ends with the natural charge from an NBO analysis.
CARTESIAN COORDINATES (ANGSTROEM)
H 1.0927 1.1730 -3.3749  0.498
C 1.7995 0.3925 -5.0420  -0.074
C 3.5301 -3.3511 -1.6994  -0.078
F 0.9629 0.9719 -1.5975  -0.588
C 1.6288 -1.0578 -4.6020  -0.113
O -1.5006 -3.7845 2.3754  -0.737
H -5.7212 1.3246 3.2329  0.462
H -3.5067 -0.6984 2.5534  0.158
H 0.0663 -1.9239 -3.9422  0.465
H 4.0066 -2.3091 0.1804  0.162
H 2.3790 -2.2430 -0.3289  0.170
O -4.8073 1.5532 3.0547  -0.724
H 3.5489 -4.2378 -1.0638  0.175
O -2.1468 0.8190 2.2032  -0.738
C -3.3043 0.0921 1.8251  -0.090
F 0.7917 2.3745 0.1783  -0.551
H 1.5621 0.5451 -6.0963  0.171
O 0.8552 -2.8096 3.4600  -0.736
O -4.6545 2.0388 -2.0439  -0.728
H 2.6945 -3.3761 -2.3981  0.157
C 2.0749 2.4662 4.7804  -0.083
H 1.5250 2.7774 6.5850  0.461
H -3.9771 1.4589 -3.9091  0.172
O 1.0708 2.6710 5.7471  -0.705
H -1.5184 -1.7707 2.7197  0.168
H -1.2961 -3.9721 3.2935  0.470
O 3.6187 -0.9850 -1.4258  -0.761
H 4.8689 -2.4733 -2.8220  0.476
H 0.8889 -3.2241 1.5270  0.171
H -1.5849 1.4726 -3.3330  0.188
H -1.0709 2.4252 -1.2735  0.491
H 2.1354 -1.6046 -5.4068  0.164
H -2.4948 0.7602 -2.0029  0.167
H 0.8017 -1.4543 1.7978  0.192
C -3.6933 2.1117 -3.0792  -0.082
O 4.7882 -3.3143 -2.3605  -0.730
H 2.5020 3.3484 4.2916  0.163
O -1.8389 2.7492 -1.7562  -0.745
H 2.8870 1.8828 5.2386  0.143
C -1.0776 -2.4856 2.0168  -0.089
B 0.8617 1.0346 -0.1798  1.350
H -4.3313 2.6300 -1.3514  0.474
H 3.0844 -0.3019 -0.9881  0.508
F 1.8900 0.2915 0.3958  -0.565
O 0.6448 2.5197 2.8386  -0.733
C 0.4650 -2.4340 2.1469  -0.098
H -1.4225 0.6146 1.5772  0.504
H -3.3201 -0.3849 0.8357  0.168
H 0.9760 0.7914 3.9442  0.169
C 1.5556 1.6470 3.5920  -0.095
H 2.3309 1.4426 2.8563  0.182
H 2.8630 0.6613 -4.9460  0.152
O 1.0532 1.3483 -4.3273  -0.740
H -3.6753 3.1108 -3.5314  0.161
O 0.2503 -1.4949 -4.7841  -0.727
H 2.0024 -1.2647 -3.6018  0.191
H 0.5848 -2.1386 4.0973  0.465
H -5.2681 0.5156 1.2590  0.147
H 1.0661 2.5236 1.9631  0.484
C -4.4533 1.0709 1.7626  -0.076
C 3.4013 -2.1986 -0.7231  -0.087
C -2.3361 1.6864 -2.5661  -0.101
H -1.3576 -2.3078 0.9801  0.190
H -4.3860 1.9104 1.0649  0.172
F -0.3661 0.3934 0.1831  -0.583

## Properties
Energy, eV: -49150.1559
Relative energy (zero: lowest compared OMol25 entry of this formula, charge and spin), kcal per mole: 17.7
HOMO energy, Ha: -0.2656
Charge: -1
Lowest unoccupied orbital energy, eV: 2.56

Density functional theory data (ωB97M-V with the def2-TZVPD basis set) for a structure of composition C4H8AgAlF5N.

Each line ends with the natural charge from an NBO analysis.
CARTESIAN COORDINATES (ANGSTROEM)
C -1.2026 -2.3344 1.3811  -0.443
H -1.6835 -3.1090 0.8000  0.236
F -0.8446 3.1381 -1.4854  -0.327
H -1.6730 -1.3812 1.1970  0.213
F -0.0548 2.0100 -3.1817  -0.288
N 0.2286 -2.2610 1.0463  -0.328
H 1.9605 0.7638 1.6072  -0.311
H 0.5381 -3.1970 0.7907  0.414
C -0.2813 1.9702 -1.8601  0.904
C 0.5842 -1.3784 0.0391  -0.554
F 1.8359 0.9855 -1.8163  -0.331
F -1.1808 0.9873 -1.6150  -0.331
H -0.1750 -1.3170 -0.7500  0.272
C 0.9911 1.7130 -1.0271  0.208
H 1.5367 -1.6109 -0.4145  0.254
H -0.7038 1.0810 1.4334  -0.466
Al 0.6994 0.6315 0.6677  1.028
Ag -0.8349 2.9598 1.5518  0.942
H -1.3089 -2.5723 2.4300  0.241
F 1.5688 2.9211 -0.7940  -0.334

## Properties
Energy, eV: -29942.1165
Relative energy (zero: lowest compared OMol25 entry of this formula, charge and spin), kcal per mole: 10.4
2S+1: 2
HOMO energy (alpha / beta), Ha: -0.5059 / -0.5040
Charge: +1
Lowest unoccupied orbital energy (alpha / beta), eV: -5.38 / -6.58
<S²>: 0.7536

Density functional theory data (ωB97M-V with the def2-TZVPD basis set) for an isolated molecule of C4H7NO2.

Each line ends with the natural charge from an NBO analysis.
CARTESIAN COORDINATES (ANGSTROEM)
N -2.0390 0.5322 0.1664  -0.825
H 0.3677 1.9556 -0.1017  0.189
H 1.4906 -1.2731 1.1861  0.244
H 2.1065 -1.1312 -0.4831  0.215
H 1.8808 1.2442 -0.9665  0.196
H -1.9972 0.7372 -0.8199  0.415
H -2.9359 0.4949 0.6300  0.405
C 0.2984 -0.0857 -0.1220  0.120
C 0.8294 1.1675 -0.6555  -0.105
O -0.9809 -0.5371 1.8780  -0.606
O 0.0236 0.3213 -1.4665  -0.493
C 1.2088 -1.2399 0.1280  -0.625
H 0.7027 -2.1702 -0.1231  0.222
C -0.9624 -0.0518 0.7606  0.647

## Properties
Energy, eV: -9845.9214
SMILES: C[C@@]1(C(N)=O)CO1
Relative energy (zero: lowest compared OMol25 entry of this formula, charge and spin), kcal per mole: 31.3
HOMO energy, Ha: -0.3628
Charge: 0
Lowest unoccupied orbital energy, eV: 0.91

Density functional theory data (ωB97M-V with the def2-TZVPD basis set) for an isolated molecule of C6H13P.

Each line ends with the natural charge from an NBO analysis.
CARTESIAN COORDINATES (ANGSTROEM)
H 0.2195 0.4075 -2.2433  0.212
H 2.1998 0.2999 -1.0648  0.203
C 2.0360 0.6129 -0.0386  -0.627
H 0.1709 -2.1557 0.9048  0.217
H -1.5396 0.3590 -2.2270  0.216
C -2.7905 0.9183 1.3305  -0.841
C 1.0339 -1.6477 0.4712  -0.636
H 1.8498 1.6816 -0.0254  0.211
H 1.1335 -1.9530 -0.5724  0.204
C -0.6427 -0.0196 -1.7367  -0.640
H -2.4351 1.9264 1.1936  0.206
H -0.6275 -1.0993 -1.8587  0.209
H 1.9314 -1.9696 1.0019  0.212
C 0.8861 -0.1486 0.5770  -0.155
H -3.6704 0.8062 1.9389  0.215
H -0.6741 1.4504 -0.1491  0.207
H 2.9485 0.4173 0.5186  0.212
P -2.0683 -0.4162 0.6490  0.691
H 0.7074 0.1621 1.6064  0.198
C -0.6687 0.3683 -0.2761  -0.516

## Properties
Energy, eV: -15720.0577
SMILES: C=P[C@H](C)C(C)C
Relative energy (zero: lowest compared OMol25 entry of this formula, charge and spin), kcal per mole: 21.5
HOMO energy, Ha: -0.3339
Charge: 0
Lowest unoccupied orbital energy, eV: 0.56

Question: Among the records above, which one has the lowest energy?
Answer: C12H36BF4O12

Please write out number 3 again, unchanged.
Density functional theory data (ωB97M-V with the def2-TZVPD basis set) for an isolated molecule of C4H7NO2.

Each line ends with the natural charge from an NBO analysis.
CARTESIAN COORDINATES (ANGSTROEM)
N -2.0390 0.5322 0.1664  -0.825
H 0.3677 1.9556 -0.1017  0.189
H 1.4906 -1.2731 1.1861  0.244
H 2.1065 -1.1312 -0.4831  0.215
H 1.8808 1.2442 -0.9665  0.196
H -1.9972 0.7372 -0.8199  0.415
H -2.9359 0.4949 0.6300  0.405
C 0.2984 -0.0857 -0.1220  0.120
C 0.8294 1.1675 -0.6555  -0.105
O -0.9809 -0.5371 1.8780  -0.606
O 0.0236 0.3213 -1.4665  -0.493
C 1.2088 -1.2399 0.1280  -0.625
H 0.7027 -2.1702 -0.1231  0.222
C -0.9624 -0.0518 0.7606  0.647

## Properties
Energy, eV: -9845.9214
SMILES: C[C@@]1(C(N)=O)CO1
Relative energy (zero: lowest compared OMol25 entry of this formula, charge and spin), kcal per mole: 31.3
HOMO energy, Ha: -0.3628
Charge: 0
Lowest unoccupied orbital energy, eV: 0.91